Entry 1:
C5H11NO2 | ωB97M-V/def2-TZVPD

Properties
HOMO-LUMO gap (Ha): 0.3522
SMILES: C[C@]1(O)[C@@H](O)[C@@]1(C)N
Largest force on an atom (hartree/bohr): 0.099
Highest occupied orbital energy (eV): -8.79
Net charge: 0
ΔE to the lowest compared entry with this formula, charge and spin (kcal per mole): 84.9

Geometry (Å):
C: 0.8731 1.8760 0.1774
C: -0.0618 0.7732 -0.1398
O: -1.1716 1.0976 -0.9220
C: -0.3503 -0.1855 1.0164
O: -1.6423 -0.6975 0.9959
C: 0.5263 -0.6080 -0.0530
C: 2.0515 -0.8649 0.0964
N: -0.3024 -1.4494 -1.0048
H: 0.0238 2.8165 -0.0591
H: 1.7492 2.0348 -0.5982
H: 1.3902 1.9981 1.1728
H: -1.1967 0.5871 -1.8105
H: 0.0271 0.2024 1.9513
H: -2.0572 0.0570 0.5475
H: 2.2064 -1.9257 0.2652
H: 2.2840 -0.3744 1.0695
H: 2.5956 -0.3617 -0.8128
H: 0.4525 -2.0960 -1.4086
H: -1.0799 -1.9380 -0.4590

Entry 2:
C5H11NO2 | ωB97M-V/def2-TZVPD

Properties
HOMO-LUMO gap (Ha): 0.3855
SMILES: C[C@H]1O[C@@H](O)[C@@]1(C)N
Largest force on an atom (hartree/bohr): 0.025
Highest occupied orbital energy (eV): -9.65
Net charge: 0
ΔE to the lowest compared entry with this formula, charge and spin (kcal per mole): 32.6

Geometry (Å):
C: 1.8809 1.0063 -0.3992
C: 0.7401 0.6185 0.5105
O: -0.3071 1.6751 0.6063
C: -1.3435 0.7044 0.5374
O: -2.3944 0.9979 -0.2833
C: -0.3214 -0.4124 0.0727
C: -0.3828 -1.7219 0.8347
N: -0.4568 -0.6498 -1.3475
H: 2.3432 1.9384 -0.0854
H: 2.6568 0.2423 -0.3934
H: 1.5913 1.1734 -1.4358
H: 1.1158 0.4040 1.5190
H: -1.7609 0.5066 1.5325
H: -2.1000 0.9369 -1.2031
H: 0.4777 -2.3442 0.5899
H: -0.3884 -1.5433 1.9071
H: -1.2921 -2.2529 0.5610
H: 0.1058 -1.4394 -1.6401
H: -0.1643 0.1601 -1.8834

Entry 3:
C5H11NO2 | ωB97M-V/def2-TZVPD

Properties
HOMO-LUMO gap (Ha): 0.3422
SMILES: C=C(N)CCC=O.O
Largest force on an atom (hartree/bohr): 0.033
Highest occupied orbital energy (eV): -8.50
Net charge: 0
ΔE to the lowest compared entry with this formula, charge and spin (kcal per mole): 42.4

Geometry (Å):
C: 0.1541 1.2138 -1.1271
C: -0.0325 0.4340 -0.0663
N: -1.2147 -0.2909 0.1307
C: 0.9863 0.3399 1.0285
C: 1.5822 1.6745 1.5056
C: 0.4594 2.6322 1.8554
O: 0.4316 3.7840 1.5197
H: -0.5580 1.2777 -1.9347
H: 1.0837 1.6856 -1.4292
H: -1.9610 0.0006 -0.4802
H: -1.4829 -0.3471 1.1001
H: 1.8196 -0.2572 0.6298
H: 0.6937 -0.2519 1.8782
H: 2.1973 2.1416 0.7376
H: 2.1827 1.5659 2.4135
H: -0.3672 2.2033 2.4624
O: -2.3664 -5.9945 -3.4281
H: -1.7317 -6.0853 -4.1526
H: -1.8762 -5.7262 -2.6435

Entry 4:
C5H11NO2 | ωB97M-V/def2-TZVPD

Properties
HOMO-LUMO gap (Ha): 0.3584
SMILES: C[C@H]1O[C@@H]1NCCO
Largest force on an atom (hartree/bohr): 0.061
Highest occupied orbital energy (eV): -8.82
Net charge: 0
ΔE to the lowest compared entry with this formula, charge and spin (kcal per mole): 68.1

Geometry (Å):
C: 1.0292 1.5695 -1.8160
C: 0.3729 0.2148 -1.7519
O: 1.2094 -0.9285 -1.7250
C: 0.4996 -0.6355 -0.5633
N: -0.5441 -1.5185 -0.1667
C: -1.3176 -1.0526 0.9408
C: -0.3900 -0.2350 2.1203
O: -0.5450 1.1641 2.0080
H: 1.8882 1.6086 -1.1485
H: 1.3697 1.7759 -2.8290
H: 0.3153 2.3405 -1.5271
H: -0.5226 0.0867 -2.3573
H: 1.0348 -0.2130 0.3530
H: -0.1773 -2.4471 -0.0140
H: -1.8575 -1.8884 1.3811
H: -1.9915 -0.2606 0.6074
H: 0.6557 -0.5481 2.2482
H: -0.8605 -0.4931 3.0695
H: -0.1687 1.4603 1.1705

- The lowest HOMO-LUMO gap belongs to which entry?
  number 3

- What is the formula in the first record?
  C5H11NO2